Entry 1:
Formula: C3H2ClNO2
Source: OMol25
Level of theory: ωB97M-V/def2-TZVPD

LUMO   0.216 eV
Multiplicity   1
ΔE to the lowest compared entry with this formula, charge and spin   48.93 kcal per mole

The geometry in XYZ format:
```
9
Properties=species:S:1:pos:R:3:forces:R:3
O 2.0403 1.3683 0.6467 1.209 0.587 -0.564
C 1.2350 0.5294 0.7511 -1.656 -0.151 0.794
C 0.4572 -0.4964 1.4809 -0.835 -0.177 -0.781
O 0.0833 -1.3152 2.2418 0.308 -0.333 0.604
N -0.0035 0.0719 0.2751 -0.138 -0.358 -2.088
C -0.8463 -0.1322 -1.0244 0.432 0.769 1.653
Cl -0.4287 1.1744 -2.1803 -0.291 -0.728 0.566
H -1.9166 -0.0917 -0.7424 0.749 0.201 -0.205
H -0.6207 -1.1086 -1.4485 0.222 0.191 0.020
```
Positions in Å, forces in eV/Å.

Atomic partial charges in e from the Mulliken method, atoms 1 to 5: -0.442 0.430 0.324 -0.473 -0.037


Entry 2:
Formula: C3H2ClNOS2
Source: OMol25
Level of theory: ωB97M-V/def2-TZVPD

LUMO   -0.187 eV
Multiplicity   1
ΔE to the lowest compared entry with this formula, charge and spin   60.67 kcal per mole

The geometry in XYZ format:
```
10
Properties=species:S:1:pos:R:3:forces:R:3
C 0.4761 -0.2904 1.7259 -1.156 0.204 -1.167
C 0.1074 0.8539 1.1262 0.168 -0.126 1.142
C -0.2028 -1.0006 -2.1048 1.147 -0.140 -0.772
N -0.2355 1.3965 0.0410 -1.408 2.024 -2.429
O -0.0756 0.0714 -2.5536 -0.690 -0.121 0.312
S -0.7553 -1.3878 1.4448 0.013 -0.598 0.878
S -0.1083 -2.4301 -1.5415 -0.395 -0.226 -0.091
Cl 1.8202 -0.4421 2.7343 0.729 -0.105 0.364
H -0.8665 2.2676 0.0713 1.433 -1.784 -0.086
H -0.1597 0.9616 -0.9435 0.158 0.873 1.849
```
Positions in Å, forces in eV/Å.

Atomic partial charges in e from the Mulliken method, atoms 1 to 5: 0.330 -0.056 0.700 -0.211 -0.508


Entry 3:
Formula: C3H2ClO3
Source: OMol25
Level of theory: ωB97M-V/def2-TZVPD

Total charge   -1
LUMO   3.564 eV
Multiplicity   1
ΔE to the lowest compared entry with this formula, charge and spin   4.50 kcal per mole

The geometry in XYZ format:
```
9
Properties=species:S:1:pos:R:3:forces:R:3
O 1.1626 1.8462 -0.2615 2.142 2.380 -3.169
C 0.6213 1.4310 0.7149 -2.219 -2.439 -0.376
O 0.6200 1.6941 1.8844 0.217 1.208 2.763
C -0.2128 0.1241 0.3368 1.324 -0.881 -1.508
Cl -0.5071 -0.7918 1.7871 -0.679 -1.026 -0.162
C -0.1077 -0.4890 -0.8873 -1.281 0.907 0.668
O -0.4059 -1.8100 -1.1754 -0.991 -0.046 0.803
H -0.0590 0.0452 -1.8575 0.801 0.150 1.168
H -1.1112 -2.0499 -0.5415 0.685 -0.252 -0.186
```
Positions in Å, forces in eV/Å.

Atomic partial charges in e from the Mulliken method, atoms 1 to 5: -0.652 0.500 -0.653 -0.018 -0.239


Calculated molar mass in order - 119.51 167.64 121.50 Da
Calculated E_tot in order - -21248.6431 -40871.3727 -21808.8247 eV